DFT (ωB97M-V/def2-TZVPD) results for a molecular structure, C35H37F15N5ORu at a distorted geometry.

Calculated values
HOMO energy (spin up / spin down)   -7.3 / -7.4 eV
LUMO level (spin up / spin down)   0.299 / -1.086 eV
Calculated total energy   -3297.6384 Ha

```
! RIJCOSX wB97M-V def2-TZVPD def2/J DEFGRID3
* xyz 0 6
Ru 0.15899 -0.68250 -0.10048
C -0.93300 -2.31546 2.90690
N -1.30024 -1.51261 1.74156
C -2.23107 -2.23033 0.86931
C -1.50474 -3.34428 0.17887
N -0.30845 -2.81157 -0.48653
C 0.38586 -3.70578 -1.29571
C 1.45564 -3.26286 -2.08001
F 1.77467 -1.95750 -2.06406
C 2.19002 -4.05126 -2.93716
F 3.17549 -3.50534 -3.65773
C 1.90945 -5.39111 -3.05886
F 2.61479 -6.17335 -3.88071
C 0.88065 -5.89575 -2.30368
F 0.58822 -7.19830 -2.37837
C 0.15106 -5.08682 -1.45047
F -0.79590 -5.73492 -0.74253
C -1.84260 -0.21806 2.16901
C -0.72426 0.69744 2.56598
N 0.21002 0.78990 1.44725
C 1.11824 1.81788 1.43652
C 1.43256 2.68811 2.49062
F 0.83371 2.56589 3.69336
C 2.38723 3.68591 2.39574
F 2.62776 4.46188 3.45602
C 3.10632 3.88260 1.24093
F 4.03920 4.83627 1.15607
C 2.83526 3.05576 0.17461
F 3.50281 3.20017 -0.97467
C 1.87195 2.08152 0.28491
F 1.63871 1.34343 -0.83001
H -1.82298 -2.50843 3.52068
H -0.19958 -1.78563 3.51348
H -0.50478 -3.26886 2.60710
H -2.60188 -1.52492 0.12516
H -3.09225 -2.62273 1.42662
H -2.19853 -3.79265 -0.53343
H -1.25470 -4.12886 0.89667
H -2.56311 -0.33610 2.99110
H -2.35805 0.22525 1.32276
H -0.23221 0.34560 3.47964
H -1.17477 1.66181 2.80788
C -6.90736 6.52905 -0.11496
C -5.81270 5.51091 -0.32274
C -5.01725 5.53371 -1.45829
C -3.99295 4.61366 -1.65042
C -3.18072 4.70307 -2.92949
C -3.75672 3.64377 -0.66369
C -2.62609 2.70933 -0.87068
O -2.24973 1.87990 -0.07418
C -4.56523 3.59064 0.48997
C -4.39299 2.55277 1.57677
C -5.57680 4.52572 0.63218
H -7.00360 7.19336 -0.97366
H -6.70046 7.14146 0.76508
H -7.87064 6.04119 0.04878
H -5.19872 6.28830 -2.21941
H -3.56782 5.50620 -3.55442
H -3.22726 3.77954 -3.50813
H -2.12728 4.91311 -2.73685
H -2.09733 2.79117 -1.83267
H -4.43277 1.54099 1.17068
H -5.18174 2.66498 2.32219
H -3.42457 2.64651 2.07011
H -6.20491 4.48484 1.51860
F -0.57043 1.20543 -2.37230
C -0.74279 -0.16296 -2.15372
F -2.10462 -0.32834 -1.92488
C -0.57063 -0.73433 -3.57008
F -1.42871 -0.14278 -4.40941
F -0.82085 -2.04864 -3.58899
F 0.66020 -0.52409 -4.04614
C 5.43314 -4.19156 0.75398
C 5.23918 -2.92622 1.58081
N 4.47808 -1.87793 0.89446
C 5.21804 -0.94098 0.04497
C 5.23969 -1.29519 -1.43979
C 3.12639 -1.81705 0.96969
C 2.43009 -2.74527 1.92208
N 2.40554 -0.98491 0.28590
H 5.96434 -4.94632 1.33804
H 6.01605 -3.99117 -0.14628
H 4.47386 -4.61246 0.44413
H 6.20833 -2.50057 1.83465
H 4.75176 -3.16178 2.52238
H 6.23310 -0.90581 0.43596
H 4.80254 0.05822 0.19203
H 5.79968 -2.21374 -1.62023
H 5.71594 -0.49266 -2.00866
H 4.23330 -1.43125 -1.83456
H 2.68797 -2.50371 2.95574
H 2.69192 -3.78846 1.73591
H 1.36584 -2.62393 1.78530
H 2.93320 -0.44918 -0.39009
*
```